(1)
Entry from the Open Molecules 2025 dataset: a single C5H11N3OS molecule (wB97M-V/def2-TZVPD).

The energy above the lowest of the compared OMol25 structures with the same formula, charge and spin is 350.1 kJ/mol. The calculated total energy is -834.65558 Ha. For the LUMO energy, the calculation gives 0.02885 Ha. For the largest force on an atom, the calculation gives 3.3 eV/A. The HOMO-LUMO gap is 9.1 eV. The structure (SMILES) is C=NN=[S@]1(=O)CCCN1C.

Each line ends with the Löwdin charge.
Geometry (Å):
C: -3.1623 -0.9317 -0.6661  -0.11
C: 2.0444 0.7593 -0.7939  -0.20
C: 1.5189 -0.5792 -0.2488  -0.24
C: 0.8393 1.6947 -0.9115  -0.19
C: 0.1108 -1.0448 1.8324  -0.10
N: -2.5766 -0.0086 -0.0709  -0.13
N: -1.3503 0.3084 -0.6290  -0.26
N: 0.7368 -0.1888 0.8815  -0.29
O: -0.7672 1.8732 1.3098  -0.31
S: -0.3144 0.9746 0.2740  0.77
H: -4.2032 -1.2006 -0.2362  0.09
H: -2.6162 -1.6127 -1.3334  0.07
H: 2.8889 1.2562 -0.3085  0.11
H: 2.4493 0.4688 -1.8177  0.13
H: 0.9983 -1.0413 -1.1358  0.13
H: 2.2390 -1.2879 -0.0730  0.09
H: 1.1019 2.6066 -0.4276  0.09
H: 0.3888 1.9405 -1.8528  0.10
H: -0.5710 -0.6032 2.4811  0.06
H: -0.5927 -1.7444 1.3319  0.09
H: 0.8375 -1.6391 2.3944  0.10

***

(2)
Entry from the Open Molecules 2025 dataset: a 2-piece molecular cluster, C24H46N2OPSi overall (wB97M-V/def2-TZVPD).

The calculated total energy is -1757.55073 Ha. For the LUMO energy, the calculation gives 0.08590 Ha. For the largest force on an atom, the calculation gives 3.4 eV/A. The HOMO-LUMO gap is 3.7 eV. As for the net charge: -1.

Each line ends with the Löwdin charge.
Geometry (Å):
C: -0.1830 -2.7130 2.7028  -0.22
C: 0.5536 -3.2116 1.3868  -0.44
P: 1.9619 -2.0863 0.7913  0.90
C: 1.4663 -1.1255 -0.7545  -0.46
C: 2.6767 -1.2094 -1.7868  -0.22
C: 2.5654 -0.9762 2.1618  -0.58
N: 3.4792 -1.8496 3.0160  -0.13
C: 3.5103 0.1674 1.6260  -0.31
C: 2.7947 1.5694 1.4159  -0.22
C: 2.2417 2.0494 2.8111  -0.22
C: 0.7883 2.6688 2.7884  -0.21
C: -0.2625 1.8945 1.8968  -0.21
C: -0.7459 2.7294 0.6184  -0.19
C: -2.3166 2.9975 0.6580  -0.25
C: -3.1045 2.1779 -0.4601  -0.28
Si: -3.4737 0.3619 -0.0338  0.57
C: -1.9712 -0.6629 0.4935  -0.18
C: -4.1607 -0.4369 -1.6562  -0.20
C: -4.8907 0.1484 1.2489  -0.23
C: -6.0979 0.9707 1.2364  -0.08
C: -7.1228 0.6646 2.2540  -0.09
C: -6.9483 -0.4159 3.2211  -0.10
C: -5.7237 -1.2156 3.2364  -0.09
C: -4.6975 -0.9313 2.2439  -0.08
H: 0.2484 -3.1774 3.6350  0.06
H: -1.2498 -3.1027 2.6601  0.05
H: -0.2536 -1.6014 2.7877  0.03
H: -0.2440 -3.3433 0.5995  0.05
H: 1.0230 -4.2051 1.6254  0.04
H: 1.1529 -0.0634 -0.5523  0.04
H: 0.6030 -1.6641 -1.2451  0.05
H: 2.4421 -0.5517 -2.6733  0.05
H: 2.8357 -2.2729 -2.1189  0.06
H: 3.5825 -0.8050 -1.2768  0.04
H: 3.9843 -2.4347 2.3186  0.00
H: 2.8327 -2.5021 3.4742  0.01
H: 4.1277 -0.1435 0.7206  0.07
H: 4.2712 0.3386 2.4457  0.09
H: 3.6194 2.2848 1.1095  0.09
H: 2.0505 1.5832 0.5812  0.07
H: 2.9303 2.8822 3.1566  0.10
H: 2.2739 1.2766 3.6163  0.09
H: 0.4024 2.6099 3.8518  0.10
H: 0.7647 3.7659 2.5326  0.09
H: 0.1761 0.9145 1.5514  0.08
H: -1.1723 1.6197 2.4978  0.09
H: -0.2386 3.7337 0.6826  0.09
H: -0.4026 2.2729 -0.3489  0.10
H: -2.4633 4.0960 0.4338  0.10
H: -2.7794 2.7790 1.6527  0.09
H: -2.4196 2.1517 -1.3628  0.08
H: -4.0355 2.7101 -0.8078  0.07
H: -1.0892 -0.4932 -0.1708  0.03
H: -1.7303 -0.4798 1.5762  0.03
H: -2.2571 -1.7489 0.3926  0.05
H: -3.5538 -0.1840 -2.5580  0.03
H: -5.2278 -0.0688 -1.7248  0.03
H: -4.2349 -1.5343 -1.4404  0.03
H: -6.2269 1.7702 0.4769  0.09
H: -8.0672 1.2576 2.2503  0.09
H: -7.7588 -0.6372 3.9565  0.09
H: -5.6367 -2.0357 3.9892  0.10
H: -3.7795 -1.5697 2.2603  0.09
C: 4.9026 -1.8125 -5.3935  -0.01
C: 4.6233 -0.4248 -4.8750  -0.55
O: 4.5969 -0.1738 -3.6846  0.03
N: 4.3952 0.5652 -5.7874  0.00
C: 4.3827 0.4697 -7.2321  -0.09
H: 5.0615 -2.4825 -4.5507  0.09
H: 4.0514 -2.1789 -5.9708  0.08
H: 5.8039 -1.8116 -6.0100  0.08
H: 4.2159 1.4641 -5.3656  0.14
H: 5.1395 1.1485 -7.6322  0.08
H: 3.4006 0.7835 -7.5932  0.08
H: 4.5870 -0.5405 -7.5760  0.07

***

(3)
Entry from the Open Molecules 2025 dataset: a single C20H34N4O3 molecule (wB97M-V/def2-TZVPD).

The energy above the lowest of the compared OMol25 structures with the same formula, charge and spin is 42.7 kJ/mol. The calculated total energy is -1227.23946 Ha. For the LUMO energy, the calculation gives 0.02975 Ha. For the largest force on an atom, the calculation gives 1.5 eV/A. The HOMO-LUMO gap is 9.2 eV. The structure (SMILES) is COCCN1CCN(C(=O)CCc2nnc(CCC3CCCCC3)o2)CC1.

Each line ends with the Löwdin charge.
Geometry (Å):
C: 2.9457 3.7949 0.0607  -0.11
H: 2.9887 3.5072 1.1093  0.09
O: 2.8157 2.6023 -0.6672  -0.20
C: 2.8576 2.7521 -2.0678  -0.20
C: 1.5590 3.2936 -2.7026  -0.17
N: 0.4067 2.4191 -2.6828  -0.17
C: 0.5265 1.2258 -3.4970  -0.16
H: 0.9051 1.5055 -4.4827  0.13
C: -0.8663 0.5994 -3.6394  -0.13
N: -1.3772 0.2646 -2.3322  -0.05
C: -1.5383 -0.9686 -1.8087  -0.43
O: -1.8619 -1.1327 -0.6453  0.06
C: -1.3347 -2.1508 -2.7523  -0.10
C: -1.4842 -3.4564 -1.9688  -0.09
C: -0.4867 -3.4602 -0.8707  -0.37
N: 0.7449 -3.0754 -0.9444  0.10
N: 1.2616 -3.1719 0.3014  0.10
C: 0.3211 -3.6123 1.0686  -0.36
O: -0.8202 -3.8367 0.3782  0.15
C: 0.3818 -3.8108 2.5336  -0.10
H: 0.1887 -4.8608 2.7676  0.12
H: 1.3928 -3.5635 2.8544  0.12
C: -0.6588 -2.9334 3.2471  -0.15
H: -0.4440 -2.9475 4.3183  0.12
H: -1.6480 -3.3725 3.0976  0.12
C: -0.6993 -1.4842 2.7480  -0.34
C: -1.7526 -0.6945 3.5282  -0.17
C: -1.8599 0.7290 2.9916  -0.20
C: -0.5125 1.4369 3.0881  -0.20
C: 0.5508 0.6462 2.3341  -0.19
C: 0.6527 -0.7802 2.8664  -0.16
H: 0.9655 -0.7639 3.9142  0.12
H: 1.4072 -1.3171 2.2901  0.10
H: 1.5194 1.1442 2.4137  0.11
H: 0.2840 0.6044 1.2769  0.10
H: -0.5897 2.4462 2.6764  0.10
H: -0.2244 1.5253 4.1389  0.11
H: -2.6171 1.2837 3.5512  0.11
H: -2.1750 0.6877 1.9468  0.10
H: -1.4774 -0.6673 4.5864  0.12
H: -2.7219 -1.1914 3.4463  0.12
H: -0.9975 -1.4816 1.6944  0.13
H: -1.3186 -4.3101 -2.6299  0.13
H: -2.4776 -3.5311 -1.5254  0.13
H: -2.0651 -2.1102 -3.5624  0.13
H: -0.3258 -2.1114 -3.1639  0.12
C: -1.4413 1.4259 -1.4670  -0.11
C: -0.0579 2.0645 -1.3524  -0.16
H: -0.1260 2.9704 -0.7479  0.13
H: 0.6275 1.3621 -0.8551  0.12
H: -1.7977 1.1010 -0.4892  0.11
H: -2.1460 2.1448 -1.8972  0.13
H: -0.8245 -0.2751 -4.2843  0.11
H: -1.5390 1.3398 -4.0875  0.13
H: 1.2030 0.4756 -3.0533  0.13
H: 1.2694 4.2197 -2.1978  0.11
H: 1.7723 3.5340 -3.7482  0.12
H: 3.6875 3.4175 -2.3506  0.12
H: 3.0691 1.7526 -2.4556  0.12
H: 3.8675 4.3254 -0.2105  0.09
H: 2.0955 4.4705 -0.0882  0.08

***

(4)
Entry from the Open Molecules 2025 dataset: a 2-piece molecular cluster, C14H16 overall (wB97M-V/def2-TZVPD).

The energy above the lowest of the compared OMol25 structures with the same formula, charge and spin is 83.5 kJ/mol. The calculated total energy is -543.04105 Ha. For the LUMO energy, the calculation gives 0.03124 Ha. For the largest force on an atom, the calculation gives 2.3 eV/A. The HOMO-LUMO gap is 9.9 eV. The structure (SMILES) is Cc1ccccc1.Cc1ccccc1.

Each line ends with the Löwdin charge.
Geometry (Å):
C: 1.7611 -2.8663 -3.6375  -0.05
C: -0.5886 -0.4082 -1.9712  -0.09
C: -1.6722 -0.3999 -2.8430  -0.10
C: 0.5568 -1.1332 -2.2805  -0.07
C: 0.5798 -1.9095 -3.4211  -0.28
C: -1.6060 -1.1455 -4.0234  -0.09
C: -0.5106 -1.9374 -4.2956  -0.06
H: -0.6312 0.3507 -1.1971  0.10
H: -2.6438 -0.0020 -2.5785  0.10
H: 1.3603 -1.0736 -1.5572  0.11
H: -2.3894 -1.0406 -4.7668  0.10
H: 1.8059 -3.5266 -2.7787  0.08
H: 2.6162 -2.1779 -3.7184  0.08
H: -0.3994 -2.5687 -5.1666  0.11
H: 1.8326 -3.3780 -4.5930  0.07
C: 2.0296 0.6554 3.2749  -0.06
C: -1.9531 2.3269 3.4490  -0.10
C: -0.8726 2.9875 3.9944  -0.10
C: -1.7275 1.1803 2.6800  -0.09
C: 0.4072 2.4724 3.8657  -0.05
C: -0.4638 0.6379 2.6466  -0.07
C: 0.6367 1.2165 3.2622  -0.27
H: -2.9568 2.7292 3.4497  0.10
H: -0.9398 3.9618 4.4545  0.10
H: -2.5291 0.8060 2.0598  0.10
H: 1.2896 2.9804 4.2310  0.11
H: -0.2734 -0.1827 1.9538  0.11
H: 2.1180 0.0625 2.3475  0.07
H: 2.3309 0.0165 4.0987  0.08
H: 2.8326 1.3665 3.0610  0.08

***

(5)
Entry from the Open Molecules 2025 dataset: a 2-piece molecular cluster, C3H8N2O overall (wB97M-V/def2-TZVPD).

The energy above the lowest of the compared OMol25 structures with the same formula, charge and spin is 534.8 kJ/mol. The calculated total energy is -303.68845 Ha. For the LUMO energy (spin up / spin down), the calculation gives -0.00043 / -0.02600 Ha. For the largest force on an atom, the calculation gives 4.5 eV/A. The HOMO-LUMO gap (spin up / spin down) is 9.3 / 7.5 eV.

Each line ends with the Löwdin charge.
Geometry (Å):
C: 0.8886 -0.8553 -0.8144  -0.10
C: -0.2782 -0.8055 1.4145  -0.06
C: -0.5489 -0.6682 -0.1793  -0.55
N: -0.1954 3.0894 -0.4988  0.04
N: 0.2170 2.1530 -0.0440  0.13
O: -1.1183 0.4918 -0.5145  -0.13
H: 1.6869 -0.6903 -0.0554  0.06
H: 1.0849 -1.8932 -1.1782  0.07
H: 0.9644 -0.1044 -1.6532  0.07
H: 0.2816 -1.6811 1.6695  0.05
H: -1.1692 -0.8654 1.8677  0.00
H: 0.3593 0.0975 1.8001  0.10
H: -1.0983 -1.5165 -0.6702  0.15
H: -1.0743 3.2484 -1.1439  0.15

***

Question: What is the calculated total energy in the fourth record?
Answer: -543.04105 Ha

***

Question: Among the records above, which one has the lowest calculated total energy?
Answer: C24H46N2OPSi